1.
Formula: C5H7NO
Source: OMol25
Level of theory: ωB97M-V with the def2-TZVPD basis set

For the strongest force on any atom, the calculation gives 1.48 eV/Å. The LUMO energy is 0.021 Eh. The gap between HOMO and LUMO is 8.743 eV. The HOMO energy is -8.16 eV. Its total energy is -324.51627 Ha.

Each line ends with the Mulliken charge.
Element x y z (Å)
O 0.38 1.88 1.43  -0.45
C 0.31 0.92 0.59  0.47
C 1.17 0.40 -0.55  -0.56
N 0.30 -0.78 -0.92  -0.44
C -0.05 -1.27 0.48  -0.46
C -0.86 0.10 0.72  -0.34
C -1.07 -0.11 -0.85  -0.45
H 2.17 0.07 -0.25  0.30
H 1.26 1.09 -1.40  0.31
H 0.81 -1.51 1.12  0.26
H -0.73 -2.13 0.41  0.26
H -0.67 1.42 1.79  0.58
H -1.85 -0.85 -1.07  0.26
H -1.18 0.77 -1.51  0.27

***

2.
Formula: C5H7NO
Source: OMol25
Level of theory: ωB97M-V with the def2-TZVPD basis set

For the strongest force on any atom, the calculation gives 1.12 eV/Å. The LUMO energy is 0.038 Eh. The gap between HOMO and LUMO is 10.482 eV. As for the SMILES: C[C@]12N[C@H]1CC2=O. The HOMO energy is -9.45 eV. Its total energy is -324.61252 Ha.

Each line ends with the Mulliken charge.
Element x y z (Å)
C -1.98 -0.09 0.24  -1.14
C -0.50 0.18 -0.08  0.29
N 0.08 -0.87 0.78  -0.54
C 0.73 0.38 0.82  0.17
C 1.74 0.38 -0.30  -0.73
C 0.52 0.26 -1.27  0.31
O 0.48 0.26 -2.47  -0.56
H -2.66 0.11 -0.58  0.36
H -2.26 0.44 1.15  0.31
H -2.10 -1.16 0.51  0.28
H 0.44 -1.58 0.15  0.24
H 0.78 0.91 1.77  0.44
H 2.39 -0.50 -0.26  0.25
H 2.35 1.27 -0.45  0.31

***

3.
Formula: C5H7NO
Source: OMol25
Level of theory: ωB97M-V with the def2-TZVPD basis set

For the strongest force on any atom, the calculation gives 0.50 eV/Å. The LUMO energy is 0.035 Eh. The gap between HOMO and LUMO is 9.011 eV. As for the SMILES: Cc1cocc1N. The HOMO energy is -8.05 eV. Its total energy is -324.68498 Ha.

Each line ends with the Mulliken charge.
Element x y z (Å)
C 0.53 -1.73 0.28  -1.16
C 0.50 -0.34 -0.26  0.59
C 0.87 0.12 -1.49  -0.64
O 0.30 1.31 -1.77  -0.35
C -0.44 1.65 -0.67  -0.54
C -0.30 0.72 0.30  0.46
N -0.75 0.80 1.63  -0.53
H 0.80 -2.45 -0.50  0.34
H -0.50 -1.96 0.57  0.30
H 1.16 -1.92 1.15  0.27
H 1.54 -0.27 -2.26  0.42
H -1.16 2.44 -0.77  0.38
H -1.26 -0.01 1.97  0.23
H -1.30 1.63 1.81  0.24

***

4.
Formula: C5H7NO
Source: OMol25
Level of theory: ωB97M-V with the def2-TZVPD basis set

For the strongest force on any atom, the calculation gives 1.57 eV/Å. The LUMO energy is 0.031 Eh. The gap between HOMO and LUMO is 9.096 eV. The HOMO energy is -8.26 eV. Its total energy is -324.56561 Ha.

Each line ends with the Mulliken charge.
Element x y z (Å)
C 2.43 -0.17 0.02  -1.17
C 0.94 0.00 -0.07  0.96
C -0.09 -0.90 -0.41  -1.33
C -1.26 -0.08 -0.01  0.82
N -2.56 -0.60 -0.07  -0.61
C -0.86 1.19 0.31  -0.47
O 0.50 1.21 0.31  -0.30
H 2.95 0.49 -0.68  0.28
H 2.71 -1.20 -0.19  0.33
H 2.79 0.08 1.03  0.29
H -0.61 -0.19 -1.27  0.23
H -2.50 -1.61 -0.14  0.30
H -3.07 -0.35 0.77  0.29
H -1.37 2.13 0.41  0.38

***

5.
Formula: C5H7NO
Source: OMol25
Level of theory: ωB97M-V with the def2-TZVPD basis set

For the strongest force on any atom, the calculation gives 0.45 eV/Å. The LUMO energy is 0.018 Eh. The gap between HOMO and LUMO is 9.022 eV. The HOMO energy is -8.53 eV. Its total energy is -324.62115 Ha.

Each line ends with the Mulliken charge.
Element x y z (Å)
C -0.47 -1.89 -0.45  -1.17
C -0.42 0.65 1.56  -0.81
C 0.03 1.24 0.26  0.85
N -0.35 2.53 0.00  -0.50
C 0.71 0.33 -0.46  -0.72
C 0.55 -0.99 0.23  0.30
O -0.05 -0.61 1.50  -0.09
H -1.37 -1.30 -0.64  0.31
H -0.10 -2.28 -1.40  0.35
H -0.73 -2.73 0.20  0.33
H 0.21 3.09 -0.63  0.24
H -0.70 3.02 0.81  0.25
H 1.21 0.44 -1.42  0.38
H 1.48 -1.52 0.46  0.28

***

6.
Formula: C5H7NO
Source: OMol25
Level of theory: ωB97M-V with the def2-TZVPD basis set

For the strongest force on any atom, the calculation gives 1.24 eV/Å. The LUMO energy is 0.025 Eh. The gap between HOMO and LUMO is 11.140 eV. As for the SMILES: C[C@H](C#N)CC=O. The HOMO energy is -10.45 eV. Its total energy is -324.69328 Ha.

Each line ends with the Mulliken charge.
Element x y z (Å)
C -1.25 -1.22 0.26  -1.53
C -0.51 0.13 0.19  0.79
C 0.88 0.02 -0.48  -0.80
C 1.96 0.72 0.31  0.06
O 1.74 1.60 1.12  -0.47
C -1.31 1.16 -0.48  -0.02
N -1.92 2.00 -1.01  -0.46
H -2.19 -1.12 0.81  0.39
H -0.63 -1.95 0.80  0.39
H -1.47 -1.62 -0.73  0.35
H -0.34 0.49 1.21  0.25
H 1.17 -1.03 -0.63  0.36
H 0.87 0.46 -1.48  0.34
H 2.99 0.37 0.11  0.36

***

7.
Formula: C5H7NO
Source: OMol25
Level of theory: ωB97M-V with the def2-TZVPD basis set

For the strongest force on any atom, the calculation gives 0.61 eV/Å. The LUMO energy is 0.033 Eh. The gap between HOMO and LUMO is 9.570 eV. As for the SMILES: C1=CN=COCC1. The HOMO energy is -8.68 eV. Its total energy is -324.66621 Ha.

Each line ends with the Mulliken charge.
Element x y z (Å)
C 0.81 0.95 -0.12  -0.61
C 0.08 0.46 -1.32  -0.38
C 1.10 -0.33 0.72  -0.44
O 0.03 -0.58 1.63  -0.38
C -1.24 -0.64 1.16  0.15
N -1.76 -0.47 0.01  -0.57
C -1.09 -0.16 -1.18  -0.09
H 0.15 1.62 0.46  0.29
H 1.67 1.57 -0.41  0.33
H 0.61 0.43 -2.27  0.32
H 2.00 -0.30 1.35  0.29
H 1.18 -1.20 0.06  0.35
H -1.89 -0.93 1.99  0.37
H -1.66 -0.44 -2.07  0.37

***

8.
Formula: C5H7NO
Source: OMol25
Level of theory: ωB97M-V with the def2-TZVPD basis set

For the strongest force on any atom, the calculation gives 0.45 eV/Å. The LUMO energy is 0.037 Eh. The gap between HOMO and LUMO is 10.976 eV. The HOMO energy is -9.98 eV. Its total energy is -324.65535 Ha.

Each line ends with the Mulliken charge.
Element x y z (Å)
N -1.96 -2.00 0.45  -0.68
C -1.23 -1.04 0.11  0.27
O -1.59 0.24 -0.26  -0.43
C -0.31 0.42 -0.93  0.00
C 0.67 1.28 -0.15  -0.62
C 1.05 0.04 0.70  -0.70
C 0.22 -0.87 -0.25  -0.03
H -2.94 -1.72 0.43  0.27
H -0.46 0.54 -2.00  0.39
H 0.25 2.15 0.36  0.30
H 1.50 1.61 -0.79  0.26
H 0.70 0.06 1.73  0.28
H 2.12 -0.20 0.70  0.29
H 0.72 -1.70 -0.75  0.41

***

9.
Formula: C5H7NO
Source: OMol25
Level of theory: ωB97M-V with the def2-TZVPD basis set

For the strongest force on any atom, the calculation gives 1.15 eV/Å. The LUMO energy is 0.029 Eh. The gap between HOMO and LUMO is 10.050 eV. As for the SMILES: C[C@H](C#N)/C=C\O. The HOMO energy is -9.25 eV. Its total energy is -324.68478 Ha.

Each line ends with the Mulliken charge.
Element x y z (Å)
C -1.33 -1.35 -0.03  -1.35
C -0.50 -0.16 0.47  0.86
C 0.96 -0.32 0.11  -0.57
C 1.87 0.61 -0.22  -0.08
O 1.74 1.94 -0.35  -0.50
C -1.07 1.09 -0.06  0.11
N -1.48 2.09 -0.47  -0.50
H -2.38 -1.25 0.26  0.38
H -0.94 -2.28 0.41  0.35
H -1.27 -1.44 -1.12  0.35
H -0.60 -0.10 1.56  0.17
H 1.33 -1.34 0.15  0.24
H 0.81 2.21 -0.28  0.21
H 2.89 0.30 -0.43  0.33

***

10.
Formula: C5H7NO
Source: OMol25
Level of theory: ωB97M-V with the def2-TZVPD basis set

As for the spin multiplicity: 3. For the strongest force on any atom, the calculation gives 7.96 eV/Å. The LUMO energy (alpha / beta) is 0.032 / -0.061 Eh. The gap between HOMO and LUMO (alpha / beta) is 6.125 / 8.121 eV. The HOMO energy (alpha / beta) is -5.26 / -9.77 eV. Its expectation value of S² is 2.014. Its total energy is -324.47591 Ha.

Each line ends with the Löwdin spin population.
Element x y z (Å)
C 1.29 0.21 -0.18  0.61
C 2.11 -0.52 -0.81  0.14
C -1.47 0.23 -0.02  0.13
C 0.70 1.25 0.65  0.14
C -0.29 0.10 0.90  0.66
N -2.18 -0.91 -0.15  0.07
O -1.69 1.17 -0.71  0.09
H 1.82 -1.52 -1.05  0.03
H 2.86 -0.07 -1.53  0.06
H 1.42 1.35 1.56  0.01
H 0.20 2.10 0.23  0.02
H -0.12 -0.60 1.59  0.04
H -1.86 -1.70 0.43  0.00
H -2.79 -1.08 -0.91  0.00

***

11.
Formula: C5H7NO2
Source: OMol25
Level of theory: ωB97M-V with the def2-TZVPD basis set

For the strongest force on any atom, the calculation gives 8.53 eV/Å. The LUMO energy is 0.036 Eh. The gap between HOMO and LUMO is 10.587 eV. As for the SMILES: CC1=NO[C@@H]2C[C@H]2O1. The HOMO energy is -9.61 eV. Its total energy is -399.64909 Ha.

Each line ends with the Mulliken charge.
Element x y z (Å)
C 2.61 0.03 0.01  -1.07
C 1.12 0.07 -0.23  0.57
C -1.37 0.78 -0.29  0.06
C -2.50 -0.43 0.03  -0.64
C -0.85 -0.46 0.17  0.12
H 3.03 0.94 0.11  0.39
H 2.95 -0.59 1.04  0.21
H 3.08 -0.83 -0.73  0.25
H -1.59 0.60 -1.39  0.17
H -2.97 -0.78 -0.86  0.30
H -3.14 -0.65 1.06  0.22
H -0.80 -0.55 1.40  0.16
N 0.68 1.18 -0.04  -0.13
O -0.60 1.82 0.03  -0.25
O 0.34 -1.13 -0.30  -0.34

***

12.
Formula: C5H7NO2
Source: OMol25
Level of theory: ωB97M-V with the def2-TZVPD basis set

For the strongest force on any atom, the calculation gives 5.54 eV/Å. The LUMO energy is 0.020 Eh. The gap between HOMO and LUMO is 9.746 eV. As for the SMILES: O=C(O)/C=C\N1CC1. The HOMO energy is -9.22 eV. Its total energy is -399.84991 Ha.

Each line ends with the Mulliken charge.
Element x y z (Å)
C 2.04 -0.34 -0.05  0.85
C 1.06 0.75 0.12  -0.43
C -0.24 0.97 -0.21  -0.07
C -1.22 -1.14 0.09  -0.47
C -2.38 -0.24 0.10  -0.30
H 3.50 0.88 -0.21  0.33
H 1.62 1.72 0.12  0.10
H -0.60 2.05 -0.41  0.27
H -0.59 -1.06 1.00  0.28
H -1.03 -2.11 -0.55  0.23
H -2.43 0.25 1.13  0.19
H -3.48 -0.26 -0.27  0.24
N -1.24 0.11 -0.60  -0.21
O 3.37 -0.12 0.00  -0.47
O 1.60 -1.45 -0.26  -0.53

***

13.
Formula: C5H7NO2
Source: OMol25
Level of theory: ωB97M-V with the def2-TZVPD basis set

For the strongest force on any atom, the calculation gives 7.95 eV/Å. The LUMO energy is 0.035 Eh. The gap between HOMO and LUMO is 10.428 eV. As for the SMILES: C1=NO[C@H]2CC[C@@H]2O1. The HOMO energy is -9.48 eV. Its total energy is -399.71399 Ha.

Each line ends with the Mulliken charge.
Element x y z (Å)
C 1.43 -0.80 -0.09  -0.42
C 1.39 0.82 0.19  -0.86
C -0.08 0.80 -0.43  0.19
C -2.21 -0.62 0.00  0.04
C -0.10 -0.63 0.01  -0.21
H 2.05 -1.11 0.77  0.29
H 2.06 -1.06 -1.13  0.26
H 1.15 0.80 1.33  0.30
H 1.95 1.45 -0.39  0.44
H -0.12 0.92 -1.48  0.37
H -3.22 -0.91 0.14  0.45
H 0.06 -0.66 1.17  0.18
N -2.18 0.68 0.10  -0.35
O -1.05 1.67 -0.02  -0.25
O -1.13 -1.36 -0.16  -0.41

***

14.
Formula: C5H7NO2
Source: OMol25
Level of theory: ωB97M-V with the def2-TZVPD basis set

For the strongest force on any atom, the calculation gives 10.22 eV/Å. The LUMO energy is 0.019 Eh. The gap between HOMO and LUMO is 11.220 eV. As for the SMILES: CCCC#N.O=C=O. The HOMO energy is -10.70 eV. Its total energy is -399.84830 Ha.

Each line ends with the Mulliken charge.
Element x y z (Å)
C -0.99 1.00 -1.97  0.32
C -4.80 -0.50 1.08  0.73
C -0.89 -1.43 0.05  -1.05
C -1.50 0.03 0.23  -0.42
C -0.40 0.82 -0.72  -0.70
N -1.93 1.35 -2.49  -0.44
O -5.18 0.13 0.19  -0.37
O -4.52 -1.21 1.92  -0.33
H 0.08 0.10 -0.42  0.51
H -0.91 -1.89 -0.99  0.29
H -1.50 -2.18 0.57  0.32
H 0.00 -1.35 0.69  0.36
H -2.48 0.38 0.04  0.36
H -1.21 0.43 1.29  0.17
H -0.10 1.93 -0.21  0.25

***

15.
Formula: C5H7NO2
Source: OMol25
Level of theory: ωB97M-V with the def2-TZVPD basis set

For the strongest force on any atom, the calculation gives 8.55 eV/Å. The LUMO energy is 0.012 Eh. The gap between HOMO and LUMO is 10.410 eV. The HOMO energy is -10.10 eV. Its total energy is -399.66889 Ha.

Each line ends with the Mulliken charge.
Element x y z (Å)
C -0.24 2.07 -0.21  -1.19
C -0.26 0.64 -0.29  0.58
C -0.56 -0.51 -0.03  0.42
C -1.42 -1.41 0.78  -1.04
C 0.61 -0.50 -0.81  -0.56
H 0.78 2.67 0.32  0.25
H -0.06 2.48 -1.21  0.37
H -1.36 2.53 0.17  0.24
H -1.19 -1.60 1.86  0.31
H -1.60 -2.63 0.26  0.24
H -2.42 -0.77 1.02  0.25
H 0.99 -0.75 -2.02  0.31
N 1.87 -0.69 -0.10  0.95
O 2.67 -1.57 -0.54  -0.60
O 2.18 0.02 0.82  -0.55

***

16.
Formula: C5H7NO2
Source: OMol25
Level of theory: ωB97M-V with the def2-TZVPD basis set

For the strongest force on any atom, the calculation gives 3.19 eV/Å. The LUMO energy is 0.030 Eh. The gap between HOMO and LUMO is 10.042 eV. The HOMO energy is -9.23 eV. Its total energy is -399.69027 Ha.

Each line ends with the Mulliken charge.
Element x y z (Å)
C 1.47 -1.18 0.08  -0.41
C -0.02 1.66 -0.04  -0.45
C -1.08 0.68 0.45  0.22
C -1.46 -0.60 -0.49  -0.50
C 0.01 -0.83 -0.08  -0.22
H 1.79 -1.59 1.05  0.23
H 2.03 -1.68 -0.73  0.24
H -0.22 2.70 -0.23  0.42
H -1.90 1.20 0.98  0.44
H -1.74 -0.50 -1.54  0.29
H -2.18 -1.19 0.09  0.26
H 0.30 -0.05 -0.83  0.37
N 1.28 1.39 -0.08  -0.26
O 2.01 0.25 0.17  -0.22
O -0.30 -0.25 1.19  -0.41

***

17.
Formula: C5H7NO2
Source: OMol25
Level of theory: ωB97M-V with the def2-TZVPD basis set

For the strongest force on any atom, the calculation gives 3.85 eV/Å. The LUMO energy is 0.027 Eh. The gap between HOMO and LUMO is 8.859 eV. As for the SMILES: NCc1occc1O. The HOMO energy is -8.12 eV. Its total energy is -399.89712 Ha.

Each line ends with the Mulliken charge.
Element x y z (Å)
C 1.53 -0.33 -0.61  -0.72
C 0.04 -0.31 -0.48  0.13
C -1.85 -1.22 0.17  -0.60
C -2.05 0.12 0.24  -0.38
C -0.86 0.69 -0.26  0.85
H 3.08 -0.38 0.88  0.20
H 2.18 1.00 0.73  0.19
H 1.95 0.23 -1.43  0.31
H 1.73 -1.39 -0.77  0.37
H -2.50 -1.98 0.25  0.52
H -2.98 0.60 0.64  0.33
H -1.12 2.43 0.51  0.35
N 2.15 0.04 0.68  -0.57
O -0.56 -1.51 -0.22  -0.39
O -0.74 2.00 -0.32  -0.59

***

18.
Formula: C5H7NO2
Source: OMol25
Level of theory: ωB97M-V with the def2-TZVPD basis set

For the strongest force on any atom, the calculation gives 9.89 eV/Å. The LUMO energy is 0.021 Eh. The gap between HOMO and LUMO is 9.701 eV. As for the SMILES: C/C=C\[C@@H]1OC=NO1. The HOMO energy is -9.13 eV. Its total energy is -399.68299 Ha.

Each line ends with the Mulliken charge.
Element x y z (Å)
C -2.30 -0.75 0.08  -0.82
C -2.01 0.61 -0.34  -0.09
C -0.74 1.08 -0.31  -0.64
C 0.20 0.57 0.47  0.69
C 2.04 -0.23 -0.51  0.17
H -3.59 -1.03 -0.03  0.27
H -1.82 -1.35 1.04  0.23
H -2.07 -1.53 -0.85  0.23
H -3.02 1.04 -0.91  0.20
H -0.51 2.17 -0.48  0.26
H -0.29 0.96 1.49  0.24
H 3.32 0.00 -0.76  0.28
N 1.26 -1.25 -0.47  -0.38
O 1.68 0.92 0.28  -0.37
O 0.32 -0.82 0.65  -0.26